[1]
{"formula": "C21H27", "method": "ωB97M-V/def2-TZVPD", "total_energy_ha": -816.12504, "e_above_lowest_kcal_mol": 0.00, "max_force_ha_per_bohr": 0.0286, "total_charge": 1, "spin_multiplicity": 1, "symbols": ["C", "C", "C", "C", "C", "C", "H", "H", "H", "H", "H", "H", "H", "H", "H", "H", "H", "H", "C", "C", "C", "C", "C", "C", "C", "C", "C", "C", "C", "C", "C", "C", "C", "H", "H", "H", "H", "H", "H", "H", "H", "H", "H", "H", "H", "H", "H", "H"], "coordinates": [[-1.562, 2.816, 0.023], [-2.145, 1.656, -0.728], [-1.495, 1.234, -2.007], [-3.313, 1.120, -0.320], [-4.099, 0.206, -1.202], [-3.882, 1.462, 1.026], [-0.566, 3.063, -0.354], [-2.191, 3.716, -0.060], [-1.462, 2.608, 1.095], [-0.505, 1.693, -2.097], [-1.342, 0.145, -2.041], [-2.090, 1.508, -2.895], [-4.977, -0.166, -0.665], [-4.455, 0.709, -2.117], [-3.516, -0.669, -1.520], [-4.793, 0.882, 1.207], [-3.181, 1.209, 1.840], [-4.133, 2.530, 1.139], [5.335, 2.818, 0.211], [4.027, 2.087, 0.235], [2.898, 2.658, 0.840], [1.673, 2.011, 0.825], [1.520, 0.728, 0.225], [0.290, 0.016, 0.322], [0.190, -1.398, 0.357], [-1.076, -2.043, 0.185], [-1.185, -3.424, 0.183], [-0.061, -4.236, 0.403], [-0.163, -5.729, 0.432], [1.176, -3.624, 0.638], [1.306, -2.249, 0.641], [2.669, 0.196, -0.448], [3.889, 0.850, -0.409], [6.164, 2.123, 0.039], [5.363, 3.564, -0.595], [5.501, 3.350, 1.155], [2.998, 3.638, 1.316], [0.813, 2.457, 1.333], [-0.607, 0.572, 0.591], [-1.965, -1.421, 0.041], [-2.153, -3.902, 0.008], [0.822, -6.181, 0.276], [-0.541, -6.082, 1.401], [-0.842, -6.101, -0.343], [2.056, -4.248, 0.814], [2.271, -1.798, 0.864], [2.573, -0.757, -0.970], [4.763, 0.405, -0.891]], "forces_ev_per_a": [[0.386, 0.162, 0.211], [-1.083, 0.042, 0.137], [0.215, -0.031, -0.450], [0.767, 0.391, -0.111], [-0.267, -0.543, -0.058], [-0.371, 0.079, 0.374], [-0.167, 0.103, -0.004], [0.155, -0.248, -0.013], [-0.085, 0.079, 0.006], [-0.172, -0.015, -0.150], [-0.151, 0.154, -0.105], [0.230, -0.087, 0.236], [0.097, -0.007, -0.214], [0.181, -0.115, 0.265], [-0.091, 0.124, -0.087], [0.137, 0.216, 0.035], [-0.129, 0.142, -0.203], [0.078, -0.299, -0.071], [0.200, -0.035, 0.132], [-0.221, 0.067, -0.231], [-0.306, 0.057, 0.066], [-0.157, -0.018, 0.138], [0.576, 0.212, -0.472], [0.851, -0.383, 1.134], [-0.136, -0.702, -0.042], [-0.015, 0.108, 0.066], [-0.175, 0.304, -0.036], [0.022, 0.113, 0.033], [0.078, -0.202, -0.134], [0.305, 0.285, 0.050], [-0.029, 0.169, -0.411], [-0.127, -0.110, 0.417], [-0.191, -0.294, -0.151], [-0.135, 0.165, 0.067], [-0.140, -0.185, 0.157], [-0.005, -0.102, -0.202], [-0.113, -0.386, -0.096], [0.365, -0.121, -0.197], [0.040, -0.022, -0.352], [0.306, -0.177, -0.043], [0.298, 0.246, 0.092], [-0.233, 0.054, 0.053], [0.039, 0.151, -0.173], [0.064, 0.092, 0.157], [-0.324, 0.227, 0.052], [-0.298, -0.206, 0.081], [0.074, 0.403, -0.020], [-0.342, 0.139, 0.071]]}

[2]
{"formula": "C4H10OSi", "method": "ωB97M-V/def2-TZVPD", "total_energy_ha": -523.02000, "e_above_lowest_kcal_mol": 81.20, "max_force_ha_per_bohr": 0.0921, "total_charge": 0, "spin_multiplicity": 1, "symbols": ["C", "C", "C", "C", "O", "Si", "H", "H", "H", "H", "H", "H", "H", "H", "H", "H"], "coordinates": [[0.927, 0.526, -0.092], [1.613, 1.108, 1.170], [-0.023, -1.738, -0.554], [-0.034, -0.533, 0.271], [1.396, 0.889, -1.151], [-2.066, 0.642, -0.744], [0.813, 1.265, 1.921], [2.115, 2.146, 0.959], [2.226, 0.339, 1.481], [0.541, -2.548, 0.008], [-1.105, -2.116, -0.655], [0.576, -1.609, -1.410], [-0.066, -0.613, 1.316], [-2.870, -0.145, 0.196], [-2.262, 0.393, -2.175], [-1.781, 1.994, -0.540]], "forces_ev_per_a": [[1.910, 0.787, 1.655], [-2.331, 3.566, -1.081], [-1.202, -2.984, 1.936], [-1.454, 3.241, -3.135], [-0.928, -0.661, -0.950], [2.507, -2.580, 1.392], [0.608, -0.023, -0.044], [-0.656, -2.292, 0.354], [1.791, -1.299, 0.964], [-0.722, 0.554, -0.457], [1.839, 0.097, -0.572], [-0.044, 0.268, -1.647], [-0.670, -0.288, 1.279], [-0.634, 0.309, -0.154], [0.083, -0.332, 0.004], [-0.095, 1.638, 0.455]]}

[3]
{"formula": "C41H33CeN2O3S5Si", "method": "ωB97M-V/def2-TZVPD", "total_energy_ha": -4672.69561, "e_above_lowest_kcal_mol": 0.00, "max_force_ha_per_bohr": 0.0808, "total_charge": 1, "spin_multiplicity": 1, "symbols": ["Ce", "O", "C", "C", "C", "C", "C", "C", "C", "O", "N", "N", "C", "S", "C", "C", "S", "H", "H", "H", "H", "H", "H", "H", "H", "H", "C", "C", "C", "C", "C", "C", "Si", "C", "C", "C", "C", "C", "C", "C", "C", "C", "C", "C", "C", "H", "H", "H", "H", "H", "H", "H", "H", "H", "H", "H", "H", "H", "H", "H", "O", "C", "C", "C", "C", "C", "S", "C", "C", "C", "C", "S", "C", "C", "C", "C", "S", "H", "H", "H", "H", "H", "H", "H", "H", "H"], "coordinates": [[-0.677, -0.223, -0.801], [0.644, 5.062, -2.572], [-0.685, 5.100, -2.490], [-1.294, 6.345, -2.444], [-2.663, 6.461, -2.685], [-3.467, 5.318, -2.655], [-2.838, 4.068, -2.492], [-1.452, 3.963, -2.510], [-0.819, 2.587, -2.392], [-1.467, 1.510, -2.084], [0.485, 2.456, -2.537], [0.850, 1.090, -2.318], [2.107, 0.938, -2.426], [2.804, -0.605, -2.423], [4.406, -0.038, -1.887], [4.685, 1.341, -2.619], [3.148, 2.359, -2.503], [0.936, 4.140, -2.604], [-0.589, 7.222, -2.403], [-3.070, 7.497, -2.773], [-4.532, 5.329, -2.759], [-3.510, 3.233, -2.429], [5.142, -0.740, -2.185], [4.373, 0.191, -0.812], [4.887, 1.200, -3.699], [5.471, 1.933, -2.053], [-3.850, 0.945, 0.814], [-3.331, -0.283, 1.371], [-2.052, -0.334, 1.786], [-1.143, 0.750, 1.792], [-1.617, 1.896, 1.120], [-2.928, 2.006, 0.659], [0.800, 0.649, 1.946], [1.367, 2.451, 2.194], [1.464, 3.321, 1.142], [1.886, 4.708, 1.254], [2.461, 5.100, 2.514], [2.488, 4.177, 3.554], [1.874, 2.870, 3.435], [1.197, -0.269, 3.507], [0.315, -0.511, 4.581], [0.699, -1.301, 5.662], [1.974, -1.778, 5.850], [2.896, -1.548, 4.800], [2.456, -0.928, 3.646], [-4.829, 1.168, 0.409], [-3.948, -1.112, 1.453], [-1.757, -1.261, 2.242], [-0.985, 2.742, 0.980], [-3.254, 2.874, 0.119], [1.320, 2.931, 0.122], [1.863, 5.262, 0.321], [2.956, 6.039, 2.598], [2.854, 4.431, 4.514], [1.751, 2.322, 4.405], [-0.744, -0.060, 4.501], [-0.046, -1.532, 6.440], [2.249, -2.320, 6.750], [3.922, -1.874, 4.909], [3.180, -0.867, 2.801], [-1.002, -2.113, -1.691], [-1.001, -3.530, -1.453], [-2.217, -4.209, -2.087], [-2.182, -5.425, -2.658], [-3.439, -5.962, -3.000], [-4.444, -5.072, -2.736], [-3.858, -3.682, -1.960], [0.243, -4.111, -2.094], [1.034, -5.110, -1.670], [1.998, -5.442, -2.619], [1.943, -4.648, -3.727], [0.585, -3.645, -3.699], [-0.915, -3.658, 0.108], [-1.710, -4.213, 1.002], [-1.236, -4.165, 2.344], [-0.158, -3.415, 2.473], [0.422, -2.859, 0.895], [-1.296, -5.985, -2.881], [-3.714, -6.802, -3.563], [-5.459, -5.220, -2.935], [0.808, -5.582, -0.658], [2.747, -6.198, -2.464], [2.526, -4.764, -4.643], [-2.418, -4.973, 0.578], [-1.821, -4.597, 3.125], [0.197, -3.016, 3.375]], "forces_ev_per_a": [[0.012, 0.349, -0.747], [0.548, 0.772, 0.315], [0.513, 0.639, -0.222], [0.395, 1.271, -0.850], [0.174, 0.991, 0.895], [1.197, -0.831, 0.078], [-1.049, 1.495, -0.513], [-0.485, -2.900, 0.655], [1.016, 0.217, 0.061], [-1.561, -0.351, 0.773], [-0.625, -0.454, 0.179], [-0.948, 0.835, 0.065], [0.757, 1.623, 0.188], [0.035, -1.307, -0.111], [-0.042, 2.672, -0.058], [-0.102, -0.038, 0.715], [0.527, -1.098, -0.145], [0.218, -0.501, -0.052], [-1.065, -0.909, -0.084], [0.150, -1.146, 0.012], [-0.346, 0.282, -0.013], [0.266, -0.605, -0.045], [0.682, -0.781, 0.080], [0.240, -0.497, -0.263], [0.275, 0.099, 0.755], [-0.706, -0.876, -1.004], [2.131, 0.097, -0.025], [-1.868, 3.289, -1.714], [1.888, -0.512, 1.346], [0.572, 0.383, -0.876], [-0.541, -0.261, 0.268], [-0.703, -1.414, 0.228], [-1.782, 0.895, 0.019], [0.673, -1.163, 1.048], [0.723, 2.611, -1.481], [0.358, -2.684, 1.448], [-0.831, -1.353, -2.054], [-1.783, -1.884, -0.838], [0.380, 1.917, 0.972], [0.814, -2.041, 0.944], [-1.398, 0.984, -1.129], [-1.408, 0.097, 1.122], [0.882, 0.313, -1.250], [-0.748, -0.384, 0.858], [0.600, 1.046, -1.113], [-0.228, -0.775, 0.262], [-1.077, -1.498, 0.159], [0.339, -0.384, 0.132], [0.514, 0.518, -0.044], [0.034, 0.436, 0.013], [-0.343, 0.360, 0.340], [0.191, 0.408, 0.396], [0.059, 0.664, 0.195], [0.503, 0.369, 0.708], [0.288, 0.130, -1.292], [1.756, -0.885, 0.433], [0.309, 0.295, -0.428], [-0.025, 0.093, -0.170], [-0.034, -0.118, -0.208], [-0.512, 0.066, 0.655], [-0.140, 0.776, 0.404], [0.027, 0.187, 0.734], [0.079, 0.668, 1.129], [0.293, -1.568, -0.661], [-1.150, 1.963, 0.029], [1.513, -0.299, 0.599], [0.189, 0.677, 0.195], [-1.363, 0.868, -0.182], [-0.940, -0.684, 2.451], [1.266, -0.237, -0.249], [0.179, -1.070, -0.884], [0.200, 0.838, -0.012], [1.080, 1.307, -2.039], [-1.331, -3.221, -0.932], [-1.634, -0.221, -0.506], [0.720, 1.071, -1.123], [-0.223, -0.039, 0.691], [0.454, 0.039, 0.148], [0.385, -1.382, -0.483], [-1.329, 0.037, -0.221], [0.777, 0.488, -1.541], [0.145, -0.136, -0.067], [-0.137, 0.181, 0.479], [0.052, 1.053, 0.884], [0.049, -0.161, 0.613], [1.030, 0.299, 0.955]]}

[4]
{"formula": "C3H7FO", "method": "ωB97M-V/def2-TZVPD", "total_energy_ha": -293.53527, "e_above_lowest_kcal_mol": 36.70, "max_force_ha_per_bohr": 0.0684, "total_charge": 0, "smiles": "COCCF", "spin_multiplicity": 1, "symbols": ["C", "O", "C", "C", "F", "H", "H", "H", "H", "H", "H", "H"], "coordinates": [[-1.683, 0.216, 0.103], [-0.767, -0.509, -0.677], [0.425, -0.605, 0.120], [1.423, 0.350, -0.355], [2.738, -0.117, -0.024], [-1.382, 0.000, 1.243], [-2.702, -0.071, -0.226], [-1.600, 1.366, -0.123], [0.222, -0.622, 1.287], [0.862, -1.598, -0.028], [1.339, 1.344, 0.115], [1.125, 0.247, -1.436]], "forces_ev_per_a": [[-0.359, 1.774, 0.973], [0.918, -0.093, 1.698], [-0.541, -2.590, 2.314], [0.781, 0.416, -0.358], [-1.306, 0.421, -0.710], [-1.733, 0.774, -2.400], [0.475, 0.012, 0.671], [-0.033, -1.872, 0.661], [0.249, 0.372, -2.315], [-0.073, -0.051, -0.335], [0.055, -0.223, -0.715], [1.565, 1.059, 0.515]]}

[5]
{"formula": "C26H24Br3F3N3O4P", "method": "ωB97M-V/def2-TZVPD", "total_energy_ha": -9833.36978, "max_force_ha_per_bohr": 0.0266, "total_charge": 0, "spin_multiplicity": 1, "symbols": ["C", "C", "C", "C", "C", "C", "N", "C", "O", "C", "C", "C", "C", "C", "N", "C", "O", "C", "C", "C", "C", "C", "C", "N", "C", "C", "C", "C", "F", "F", "F", "C", "P", "O", "C", "O", "H", "H", "H", "H", "H", "H", "H", "H", "H", "H", "H", "H", "H", "H", "H", "H", "H", "H", "H", "H", "H", "H", "H", "C", "Br", "Br", "Br", "H"], "coordinates": [[5.131, -0.456, 1.120], [5.191, 0.867, 1.119], [4.859, 1.707, -0.092], [3.402, 2.114, -0.027], [3.088, 3.071, 0.940], [1.791, 3.503, 1.116], [1.528, 4.490, 2.139], [1.022, 4.056, 3.164], [0.519, 3.646, 4.141], [0.775, 2.980, 0.325], [1.097, 2.022, -0.641], [2.406, 1.580, -0.847], [2.678, 0.547, -1.905], [2.243, -0.846, -1.458], [2.115, -1.735, -2.617], [-0.060, 1.494, -1.441], [-0.005, 1.307, -2.627], [-1.320, 1.273, -0.655], [-1.607, 2.247, 0.292], [-2.747, 2.174, 1.059], [-3.603, 1.088, 0.933], [-4.795, 1.085, 1.866], [-4.349, 0.912, 3.298], [-3.415, 0.107, 3.565], [-3.319, 0.076, 0.013], [-4.222, -1.136, -0.115], [-3.589, -2.409, 0.489], [-4.382, -3.008, 1.630], [-3.570, -3.669, 2.472], [-5.277, -3.908, 1.186], [-5.056, -2.115, 2.359], [-2.181, 0.186, -0.819], [-1.790, -1.039, -2.108], [-1.925, -0.622, -3.518], [-0.651, 3.373, 0.475], [-1.020, 4.489, 0.744], [5.142, -1.031, 2.034], [5.075, -1.010, 0.191], [5.466, 1.396, 2.025], [5.069, 1.095, -0.963], [5.483, 2.598, -0.137], [3.881, 3.463, 1.559], [2.128, 0.790, -2.808], [3.730, 0.545, -2.171], [2.915, -1.263, -0.710], [1.279, -0.716, -0.943], [1.433, -1.308, -3.241], [1.663, -2.589, -2.303], [-2.950, 2.951, 1.782], [-5.504, 0.297, 1.633], [-5.329, 2.025, 1.735], [-4.846, 1.507, 4.064], [-3.225, 0.088, 4.565], [-4.428, -1.276, -1.173], [-5.164, -0.963, 0.384], [-3.485, -3.204, -0.244], [-2.594, -2.191, 0.870], [-2.609, -2.144, -1.861], [-0.514, -1.492, -1.724], [3.680, -5.344, -3.736], [4.594, -3.665, -3.615], [4.895, -6.832, -3.822], [2.411, -5.567, -2.299], [3.115, -5.339, -4.656]], "forces_ev_per_a": [[0.104, 0.031, -0.047], [0.094, 0.036, 0.009], [0.199, -0.523, 0.044], [0.216, 0.351, 0.137], [-0.107, -0.302, -0.417], [0.115, 0.651, 0.182], [-0.145, -0.835, 0.361], [-0.549, -0.354, 0.651], [0.606, 0.741, -0.979], [0.257, -0.076, -0.106], [-0.178, 0.093, 0.230], [-0.018, 0.183, -0.120], [0.319, -0.170, -0.001], [-0.555, 0.161, -0.154], [-0.354, 0.275, 0.412], [-0.001, 0.059, 0.243], [0.001, -0.259, -0.311], [0.024, -0.154, 0.128], [0.032, 0.104, 0.010], [-0.021, -0.186, -0.245], [-0.164, -0.052, 0.091], [0.178, 0.095, -0.127], [0.086, -0.048, -0.028], [0.122, -0.003, 0.094], [-0.060, 0.034, -0.180], [0.352, -0.049, -0.007], [-0.042, 0.208, 0.064], [0.358, -0.291, -0.029], [0.117, -0.090, 0.118], [-0.295, -0.027, -0.127], [-0.190, 0.209, 0.113], [-0.093, -0.010, 0.128], [-0.098, 0.271, -0.785], [-0.058, -0.017, 0.011], [-0.011, -0.008, 0.029], [-0.053, 0.134, 0.234], [0.421, -0.034, 0.067], [-0.401, -0.046, -0.042], [-0.432, 0.040, 0.202], [0.000, 0.144, -0.179], [0.042, 0.081, -0.026], [-0.031, 0.147, 0.105], [0.014, 0.091, -0.026], [0.058, -0.081, -0.082], [0.189, -0.095, -0.083], [-0.003, -0.048, 0.158], [0.110, 0.013, -0.157], [0.244, -0.202, -0.107], [-0.018, 0.107, 0.009], [-0.095, -0.013, 0.078], [-0.050, 0.093, 0.128], [-0.192, 0.008, 0.019], [0.020, -0.035, 0.016], [-0.213, -0.146, -0.035], [-0.155, 0.081, -0.188], [-0.011, -0.061, -0.074], [0.043, 0.033, 0.122], [0.130, -0.109, 0.412], [-0.011, -0.032, 0.100], [0.039, 0.029, -0.009], [0.147, -0.141, -0.044], [-0.006, -0.002, 0.011], [-0.006, 0.001, 0.008], [-0.023, -0.008, -0.008]]}